1.
Below is a structure of composition CH4N2O3 in a non-equilibrium geometry, with properties calculated with the ωB97M-V functional and the def2-TZVPD basis.

Output
ΔE to the lowest compared entry with this formula, charge and spin (kcal per mole): 19.2
HOMO-LUMO gap (eV): 10.9210
Electronic energy (hartree): -375.63667
Total charge: 0

Each line ends with the natural charge from an NBO analysis.
Geometry (Å):
N (0.025, -1.106, -0.635)  -0.1184
C (0.522, 0.754, 1.068)  0.9679
N (-1.274, -0.971, -0.685)  -0.5560
O (0.779, 0.399, -0.257)  -0.6259
O (1.485, 1.620, 1.258)  -0.6672
O (-0.405, 0.400, 1.739)  -0.6338
H (1.852, 1.311, 0.217)  0.5211
H (0.415, -1.127, -1.578)  0.3533
H (-1.695, -0.338, -1.364)  0.3573
H (-1.704, -0.942, 0.236)  0.4017

2.
Below is a structure of composition CH4N2O3S in a non-equilibrium geometry, with properties calculated with the ωB97M-V functional and the def2-TZVPD basis.

Output
ΔE to the lowest compared entry with this formula, charge and spin (kcal per mole): 115.1
HOMO-LUMO gap (eV): 9.6847
Electronic energy (hartree): -773.74244
Total charge: 0

Each line ends with the natural charge from an NBO analysis.
Geometry (Å):
C (0.680, 1.144, -0.710)  0.1911
N (-0.850, 1.515, 0.975)  -0.5233
N (-1.140, -1.288, 0.514)  -1.0725
O (-2.713, 0.242, -0.500)  -0.8618
O (-0.241, 0.327, -1.226)  -0.6700
O (0.477, 1.445, 0.693)  -0.3818
S (-1.444, 0.315, 0.073)  2.1955
H (1.724, 0.751, -0.649)  0.1586
H (0.673, 1.951, -1.332)  0.1477
H (-1.675, -1.971, -0.052)  0.4134
H (-0.189, -1.604, 0.606)  0.4030

3.
Below is a structure of composition CH4N2O4 in a non-equilibrium geometry, with properties calculated with the ωB97M-V functional and the def2-TZVPD basis.

Output
ΔE to the lowest compared entry with this formula, charge and spin (kcal per mole): 88.8
HOMO-LUMO gap (spin up / spin down) (eV): 9.1227 / 9.1187
Electronic energy (hartree): -450.75539
Total charge: 0

Each line ends with the natural charge from an NBO analysis.
Geometry (Å):
C (0.557, 1.189, 0.291)  0.8198
N (1.386, 0.442, -0.422)  -0.8417
N (-0.613, -0.029, 1.098)  0.1535
O (0.451, 2.314, 0.571)  -0.5072
O (-1.968, 0.214, 1.141)  -0.5497
O (-0.348, -1.291, -1.009)  -0.7402
O (-0.275, -1.173, 0.720)  -0.1482
H (1.013, -0.540, -0.565)  0.4626
H (1.993, 1.010, -0.934)  0.4168
H (-2.322, 0.031, 0.219)  0.4777
H (0.127, -2.167, -1.109)  0.4567